# 1
Computed, not measured: 2 unconnected molecules or ions with the total composition C5H11NO, with ωB97M-V/def2-TZVPD.

Each atom is followed by the atoms it is bonded to, with distances in Å.
Element x y z (Å)
1 C -0.3836 -1.0358 2.0346  C4 1.507, H7 1.089, H8 1.092, H9 1.090
2 N 0.3772 1.2884 0.3643  C3 1.409, H10 1.018, H11 1.024
3 C -0.5228 0.2964 -0.0733  N2 1.409, C4 1.335, C6 1.471
4 C -0.8479 -0.7961 0.6214  C1 1.507, C3 1.335, H12 1.081
5 C -0.8727 1.4903 -2.2418  C6 1.324, H13 1.083, H14 1.080
6 C -1.1398 0.5109 -1.3911  C3 1.471, C5 1.324, H15 1.079
7 H -0.6833 -2.0261 2.3760  C1 1.089
8 H 0.7025 -1.0145 2.1489  C1 1.092
9 H -0.7908 -0.2831 2.7092  C1 1.090
10 H 1.2799 1.1710 -0.0910  N2 1.018
11 H 0.6692 1.0901 1.3255  N2 1.024
12 H -1.5456 -1.4983 0.1862  C4 1.081
13 H -0.0520 2.1903 -2.1463  C5 1.083
14 H -1.4774 1.6572 -3.1203  C5 1.080
15 H -1.9167 -0.1939 -1.6421  C6 1.079
16 H 2.7643 -0.7745 -1.0258  O18 0.971
17 H 1.8157 -1.2975 0.0304  O18 0.967
18 O 2.6240 -0.7748 -0.0647  H16 0.971, H17 0.967

Summary:
- net charge = 0
- SMILES = C=C/C(N)=C/C.O
- E (eV) = -8899.91174
- orbital gap (Eh) = 0.335
- HOMO level (Eh) = -0.3080

# 2
Computed, not measured: C3H10N2O2 in the gas phase, with ωB97M-V/def2-TZVPD.

Each atom is followed by the atoms it is bonded to, with distances in Å.
Element x y z (Å)
1 C 0.6654 0.6037 0.2611  C2 1.635, C3 1.542, N5 1.440, H11 1.093
2 C 0.3818 0.3787 -1.3336  C1 1.635, O7 1.414, H14 1.088, H15 1.090
3 C 0.4582 -0.6203 1.1761  C1 1.542, N4 1.454, H16 1.095, H17 1.093
4 N -0.7301 -1.4430 1.0132  C3 1.454, O6 1.429, H10 1.019
5 N -0.0805 1.7253 0.7714  C1 1.440, H12 1.010, H13 1.015
6 O -0.8111 -2.0237 -0.2902  N4 1.429, H8 0.991
7 O -0.8911 0.8787 -1.6937  C2 1.414, H9 0.964
8 H -0.0330 -2.6350 -0.3528  O6 0.991
9 H -1.5355 0.1751 -1.5566  O7 0.964
10 H -1.5743 -0.8781 1.0924  N4 1.019
11 H 1.7267 0.8604 0.3090  C1 1.093
12 H 0.1078 2.5532 0.2235  N5 1.010
13 H -1.0782 1.5576 0.6856  N5 1.015
14 H 1.0847 1.0356 -1.8426  C2 1.088
15 H 0.5644 -0.6229 -1.7232  C2 1.090
16 H 1.3132 -1.2931 1.0554  C3 1.095
17 H 0.4315 -0.2523 2.2050  C3 1.093

Summary:
- net charge = 0
- SMILES = N[C@H](CO)CNO
- E (eV) = -10346.02431
- orbital gap (Eh) = 0.355
- HOMO level (Eh) = -0.3264